A molecular structure, C8H8N3O8OsS2 in a non-equilibrium geometry. Source: the OMol25 dataset; level of theory: ωB97M-V with the def2-TZVPD basis set.

CARTESIAN COORDINATES (ANGSTROEM)
Os 0.93140 -0.65380 0.14700
O 0.90410 3.91900 0.26830
C 0.57460 2.68650 0.52450
O 1.34690 1.82510 0.90310
C -0.84570 2.30750 0.24900
C -1.92040 3.15700 0.01620
C -3.16290 2.58440 -0.23060
C -3.29640 1.20450 -0.29690
C -2.15250 0.44090 -0.09170
N -0.99560 0.99230 0.19520
C -2.06820 -1.07610 -0.22550
O -3.03840 -1.77500 -0.30580
O -0.82870 -1.47720 -0.26060
H 1.86770 4.05600 0.35180
H -1.78120 4.22510 0.03670
H -4.02280 3.21600 -0.39000
H -4.23750 0.72130 -0.50100
O 4.27960 -0.24250 -1.46610
S 3.34500 0.53280 -0.72910
O 3.54560 1.92820 -0.55880
O 2.83580 -0.21940 0.47010
S 1.49940 0.33470 -1.85050
N 0.75120 -4.71170 1.28340
C 1.19030 -3.60330 0.68360
N 1.72620 -3.71820 -0.54120
O 1.10270 -2.49720 1.27330
H 0.81080 -5.61260 0.84390
H 0.29320 -4.63940 2.17730
H 1.80350 -4.61000 -1.00020
H 2.18030 -2.92960 -0.97560

Cartesian forces (eV/Å) of the 2 atoms listed first:
-1.855 -0.155 -0.590
0.040 0.668 -0.110

Computed properties:
Net charge = +1
Energy relative to the best compared isomer or geometry (same formula, charge and spin) = 7.5 kcal/mol
Highest occupied orbital energy (spin up / spin down) = -13.09 / -13.73 eV
DFT total energy = -1962.6862 a.u.
Multiplicity = 5

These are the natural (NBO) partial charges, in e, on atoms 1 to 6: Os 1.636; O -0.625; C 0.799; O -0.612; C 0.076; C -0.168

A single C8H8N4 molecule in a non-equilibrium geometry. Source: the OMol25 dataset; level of theory: ωB97M-V with the def2-TZVPD basis set.

CARTESIAN COORDINATES (ANGSTROEM)
C -3.38995 -0.23791 0.74273
C -1.95003 0.07592 0.23514
N -1.85748 1.58308 0.21516
N -0.83742 2.19672 -0.31233
C 0.11435 1.23917 -0.71125
C 1.34939 1.89756 -1.11985
C 2.62456 1.26108 -0.74819
N 2.58504 -0.17732 -0.48274
C 1.44667 -0.84114 -0.28260
C 1.66326 -2.20698 0.56580
C 0.28274 -0.13600 -0.52259
N -0.88685 -0.76579 -0.09792
H -3.21481 -1.27551 1.33849
H -3.41464 0.65656 1.42098
H -4.18626 -0.43845 0.03431
H 1.45241 2.92917 -1.85788
H 3.56441 1.76892 -0.92954
H 0.83835 -2.80630 0.27639
H 2.55372 -2.71984 0.59167
H 1.26253 -2.00292 1.64423

Cartesian forces (eV/Å) of the 2 atoms listed first:
3.666 -2.321 2.217
2.394 0.748 -1.981

Computed properties:
Net charge = 0
Energy relative to the best compared isomer or geometry (same formula, charge and spin) = 134.4 kcal/mol
Highest occupied orbital energy = -8.98 eV
DFT total energy = -528.4777 a.u.

These are the natural (NBO) partial charges, in e, on atoms 1 to 6: C -0.672; C 0.364; N -0.215; N -0.090; C 0.049; C -0.186